1.
Computed, not measured: the molecule C3H6FN, with wB97M-V/def2-TZVPD.

XYZ file:
```
11
Properties=species:S:1:pos:R:3:forces:R:3:nbo_charge:R:1
H 1.2045 2.6365 0.2742 1.2 0.2 -0.6 0.3617
N 0.6547 1.8109 0.2083 -2.2 0.7 0.6 -0.6514
C 1.0552 0.6442 0.1958 -1.8 -1.6 0.7 0.1351
C -0.0966 -0.5712 0.4209 1.8 2.2 1.4 0.1869
C -1.1760 -0.6507 -0.6245 3.1 -1.8 0.4 -0.6592
F 0.7523 -1.6503 0.3666 -0.1 -1.3 0.0 -0.3797
H 2.1053 0.3369 0.0812 -0.2 -0.4 0.2 0.1603
H -0.6426 -0.5797 1.4479 1.5 0.4 -1.3 0.1635
H -1.7501 0.2025 -0.4627 -1.8 1.0 0.2 0.2327
H -0.5715 -0.4794 -1.5301 -1.0 -0.8 -0.4 0.2159
H -1.5352 -1.6998 -0.3777 -0.5 1.5 -1.2 0.2342
```
Positions in Å, forces in eV/Å.

Values from the calculation:
SMILES = [H]/N=C/[C@@H](C)F
total charge = 0
relative energy (zero: lowest compared OMol25 entry of this formula, charge and spin) = 0.787 eV

=====

2.
Computed, not measured: the molecule C3H6FNO, with wB97M-V/def2-TZVPD.

XYZ file:
```
12
Properties=species:S:1:pos:R:3:forces:R:3:nbo_charge:R:1
C -1.0564 0.7092 -0.6015 2.3 -3.6 -0.9 -0.6072
C 0.0405 -0.5661 0.0630 -3.8 1.5 -0.4 0.4002
N -0.1363 -0.5468 1.4914 -0.4 -1.3 -2.0 -0.8263
F -0.3842 -1.7607 -0.5082 0.2 0.3 0.4 -0.3509
C 1.2911 -0.1609 -0.5278 2.5 1.2 -3.0 0.3691
O 2.1836 0.3968 0.0574 -0.2 -0.2 0.5 -0.5193
H -1.9792 0.2677 -0.2536 -0.4 0.4 -0.1 0.2300
H -0.9841 0.7588 -1.7739 0.0 0.0 2.6 0.2302
H -0.6808 1.5287 -0.0434 -0.2 1.2 0.0 0.2050
H -0.3350 0.3525 1.8033 -0.7 1.8 0.4 0.3689
H 0.6524 -0.8178 2.0172 1.2 -0.7 0.3 0.3780
H 1.3882 -0.1614 -1.7240 -0.6 -0.6 2.1 0.1222
```
Positions in Å, forces in eV/Å.

Values from the calculation:
SMILES = C[C@@](N)(F)C=O
total charge = 0
relative energy (zero: lowest compared OMol25 entry of this formula, charge and spin) = 1.974 eV

=====

Computed LUMO (eV) in order:
1.2059; 0.7296
Computed DFT total energy (eV) in order:
-7414.0743; -9461.8216